[1]
Here is 3 unconnected molecules or ions with the total composition C24H37BFO7PS from the Open Molecules 2025 dataset. Energies are from ωB97M-V with the def2-TZVPD basis set.

Values from the calculation:
Structure (SMILES): CCCCC[C@@]1(B(O)OCC)OS(=O)(=O)O[C@]1(C[C@H](C)F)[PH2]=O.c1ccccc1.c1ccccc1
Gap between HOMO and LUMO (eV): 9.36
E_HOMO (eV): -9.4
Lowest unoccupied orbital energy (Ha): -0.0020

XYZ file:
```
72
C24H37BFO7PS (ωB97M-V with the def2-TZVPD basis set)
C 7.916 -2.040 0.640
C 7.071 -1.315 -0.496
C 5.737 -2.113 -0.836
C 4.556 -1.382 -0.076
C 3.537 -2.399 0.576
C 2.644 -3.155 -0.468
B 2.509 -2.582 -1.979
O 3.279 -3.189 -3.022
O 1.638 -1.537 -2.358
C 2.330 -0.323 -2.701
C 1.989 0.819 -1.667
O 3.431 -4.403 -0.680
S 2.933 -5.482 0.486
O 3.840 -5.535 1.673
O 2.775 -6.886 0.058
O 1.593 -4.646 1.041
C 1.250 -3.743 -0.029
C 0.018 -2.804 0.121
C 0.068 -1.830 1.339
C -1.391 -1.250 1.524
F 0.865 -0.696 1.073
P 0.590 -4.980 -1.367
O -0.184 -6.060 -0.601
H 7.258 -2.624 1.322
H 8.479 -1.289 1.251
H 8.686 -2.711 0.199
H 6.866 -0.287 -0.122
H 7.733 -1.220 -1.385
H 5.620 -2.051 -1.946
H 5.893 -3.157 -0.487
H 4.069 -0.582 -0.674
H 5.040 -0.862 0.793
H 2.949 -1.803 1.322
H 4.160 -3.091 1.195
H 2.630 -3.615 -3.599
H 3.428 -0.447 -2.847
H 1.898 0.022 -3.675
H 2.264 0.472 -0.641
H 2.622 1.724 -1.856
H 0.917 1.100 -1.710
H -0.213 -2.203 -0.785
H -0.873 -3.465 0.290
H 0.415 -2.324 2.278
H -1.290 -0.410 2.243
H -1.639 -0.781 0.538
H -2.125 -2.027 1.816
H 1.636 -5.538 -2.156
H -0.388 -4.316 -2.188
C -2.533 2.117 0.868
C -2.950 2.686 2.065
C -4.291 2.998 2.257
C -5.217 2.734 1.254
C -4.800 2.162 0.058
C -3.458 1.857 -0.137
H -1.487 1.877 0.717
H -2.230 2.886 2.850
H -4.615 3.448 3.188
H -6.262 2.973 1.406
H -5.522 1.954 -0.723
H -3.133 1.416 -1.072
C -8.624 6.995 -0.029
C -8.235 7.473 1.217
C -6.991 7.133 1.735
C -6.131 6.323 1.003
C -6.518 5.848 -0.245
C -7.766 6.181 -0.759
H -9.595 7.258 -0.431
H -8.903 8.110 1.785
H -6.691 7.501 2.709
H -5.159 6.061 1.405
H -5.847 5.217 -0.816
H -8.070 5.806 -1.729
```

Löwdin atomic charge list, values in e, 5 entries:
1. C -0.116
2. C -0.247
3. C -0.173
4. C -0.161
5. C -0.082

=====

[2]
Here is a molecular structure, C24H37BN6O6SSiW from the Open Molecules 2025 dataset. Energies are from ωB97M-V with the def2-TZVPD basis set.

Values from the calculation:
Gap between HOMO and LUMO (spin up / spin down) (eV): 5.38 / 5.12
E_HOMO (spin up / spin down) (eV): -6.1 / -5.9
Lowest unoccupied orbital energy (spin up / spin down) (Ha): -0.0269 / -0.0299

XYZ file:
```
77
C24H37BN6O6SSiW (ωB97M-V with the def2-TZVPD basis set)
W 1.229 0.956 0.611
O 3.754 4.175 -0.550
C 3.090 3.340 0.040
N 2.605 2.122 -0.476
C 3.248 1.623 -1.623
O 3.960 2.236 -2.402
C 2.973 0.187 -1.746
C 3.571 -0.605 -2.720
C 3.356 -1.963 -2.739
C 2.540 -2.514 -1.723
C 1.959 -1.696 -0.799
N 2.109 -0.337 -0.779
C 2.749 3.428 1.463
C 3.324 4.368 2.313
C 3.046 4.343 3.661
C 2.152 3.355 4.134
C 1.617 2.452 3.263
N 1.899 2.432 1.926
H 4.209 -0.111 -3.435
H 3.804 -2.594 -3.486
H 2.393 -3.581 -1.664
H 1.334 -2.106 -0.015
H 3.993 5.092 1.875
H 3.497 5.043 4.345
H 1.889 3.316 5.179
H 0.928 1.674 3.599
C -2.452 3.213 -1.838
Si -0.606 3.236 -1.275
C 0.416 2.391 -2.666
C -0.039 5.059 -1.223
C -0.448 2.445 0.459
H -2.623 3.882 -2.675
H -3.114 3.529 -1.037
H -2.758 2.221 -2.154
H -0.104 2.411 -3.620
H 0.632 1.349 -2.426
H 1.363 2.903 -2.808
H -0.139 5.533 -2.193
H 1.007 5.126 -0.940
H -0.612 5.648 -0.515
H -1.404 1.964 0.711
H -0.364 3.285 1.167
O 2.391 -0.088 2.062
S 1.294 -0.972 2.837
N 0.093 -0.593 1.632
C -2.509 -3.995 -0.646
C -1.439 -3.652 0.389
C -0.227 -4.565 0.150
O -1.015 -2.304 0.187
B -0.716 -1.752 1.430
O -1.169 -2.559 2.445
C -1.900 -3.652 1.889
C -1.569 -4.920 2.673
C -3.392 -3.331 2.033
H -2.062 -3.917 -1.635
H -3.350 -3.314 -0.592
H -2.862 -5.011 -0.502
H 0.160 -4.388 -0.852
H -0.511 -5.610 0.237
H 0.564 -4.344 0.863
H -0.496 -5.058 2.756
H -2.016 -5.786 2.191
H -1.970 -4.829 3.679
H -3.626 -2.415 1.499
H -3.613 -3.178 3.085
H -4.008 -4.139 1.653
C -3.305 0.087 -0.033
N -2.879 -0.454 -1.302
C -1.587 -0.455 -1.696
N -1.363 -0.963 -2.941
O -0.669 0.020 -1.029
H -3.616 1.130 -0.130
H -2.456 0.027 0.649
H -4.133 -0.497 0.366
H -3.590 -0.714 -1.967
H -2.037 -1.558 -3.390
H -0.399 -1.082 -3.205
```

Löwdin atomic charge list, values in e, 5 entries:
1. W 1.590
2. O 0.094
3. C -0.430
4. N -0.030
5. C -0.453

=====

[3]
Here is a molecular structure, C24H37Br2ClN2O4S from the Open Molecules 2025 dataset. Energies are from ωB97M-V with the def2-TZVPD basis set.

Values from the calculation:
Gap between HOMO and LUMO (eV): 9.42
E_HOMO (eV): -9.2
Lowest unoccupied orbital energy (Ha): 0.0094

XYZ file:
```
71
C24H37Br2ClN2O4S (ωB97M-V with the def2-TZVPD basis set)
C -0.576 3.148 -3.877
C 0.268 1.916 -3.576
C -0.594 0.679 -3.264
N -0.671 0.504 -1.831
C -1.486 -0.594 -1.311
C -1.000 -1.933 -1.935
Br 0.956 -1.997 -2.051
C -1.500 -3.342 -1.423
C -2.795 -3.429 -0.641
Br -0.134 -4.313 -0.411
C -2.999 -0.270 -1.518
C -3.335 1.241 -1.791
S -3.827 -1.188 -2.872
C -3.667 -0.547 -0.185
O -4.814 -0.572 0.042
O -2.720 -0.784 0.752
C -1.447 -0.431 0.275
Cl -1.289 1.341 0.791
C -0.394 -1.115 1.114
C 0.949 -0.750 1.055
C 1.820 -1.431 1.883
C 1.386 -2.431 2.745
N 0.094 -2.765 2.833
C -0.740 -2.108 2.027
H -1.222 3.340 -3.025
H 0.070 4.000 -4.046
H -1.182 2.955 -4.758
H 0.917 2.116 -2.727
H 0.926 1.681 -4.410
H -0.152 -0.163 -3.807
H -1.572 0.860 -3.700
H 0.235 0.549 -1.397
H -1.287 -1.891 -2.974
H -1.612 -3.951 -2.310
H -3.609 -2.859 -1.068
H -3.110 -4.469 -0.656
H -2.639 -3.205 0.403
H -4.292 1.494 -1.355
H -3.447 1.392 -2.857
H -2.559 1.917 -1.461
H -3.239 -0.589 -3.913
H 1.301 0.033 0.407
H 2.872 -1.188 1.855
H 2.100 -2.947 3.367
H -1.784 -2.372 2.109
C -0.769 -2.711 6.838
C -0.536 -2.666 8.347
C 0.985 -2.707 8.426
O 1.469 -2.058 7.249
C 0.391 -1.872 6.325
H -1.739 -2.323 6.531
H -0.681 -3.737 6.475
H -0.909 -1.724 8.755
H -1.009 -3.483 8.890
H 1.354 -3.738 8.431
H 1.379 -2.195 9.306
H 0.135 -0.806 6.309
H 0.716 -2.160 5.329
C 4.743 3.668 -3.707
C 4.587 5.175 -3.872
C 3.095 5.303 -4.141
O 2.456 4.231 -3.436
C 3.451 3.300 -2.991
H 5.632 3.375 -3.151
H 4.780 3.187 -4.687
H 4.846 5.682 -2.939
H 5.197 5.597 -4.668
H 2.872 5.195 -5.208
H 2.683 6.251 -3.796
H 3.556 3.400 -1.905
H 3.121 2.286 -3.215
```

Löwdin atomic charge list, values in e, 5 entries:
1. C -0.085
2. C -0.225
3. C -0.250
4. N -0.084
5. C -0.396

=====

[4]
Here is a molecular structure, C24H37Cl2FN4O6PPtS2 from the Open Molecules 2025 dataset. Energies are from ωB97M-V with the def2-TZVPD basis set.

Values from the calculation:
Energy relative to the best compared isomer or geometry (same formula, charge and spin) (kcal per mole): 12.5
Gap between HOMO and LUMO (spin up / spin down) (eV): 7.96 / 7.57
E_HOMO (spin up / spin down) (eV): -12.8 / -13.0
Lowest unoccupied orbital energy (spin up / spin down) (Ha): -0.1777 / -0.1995
Total charge: +2
Spin multiplicity: 2
⟨S²⟩: 0.76

XYZ file:
```
78
C24H37Cl2FN4O6PPtS2 (ωB97M-V with the def2-TZVPD basis set)
Pt -1.159 2.447 0.365
C -3.048 7.888 -0.313
C -3.200 7.125 -1.604
O -2.263 6.004 -1.763
P -1.493 5.193 -0.694
S -0.682 3.556 -1.588
S -2.544 4.213 0.767
O -0.475 6.221 -0.103
C 0.443 5.928 1.002
C -0.024 6.646 2.242
H -3.783 8.693 -0.311
H -2.058 8.327 -0.219
H -3.248 7.262 0.560
H -3.002 7.753 -2.468
H -4.190 6.684 -1.707
H 1.411 6.281 0.655
H 0.512 4.848 1.133
H -0.109 7.718 2.064
H 0.705 6.496 3.039
H -0.988 6.265 2.578
C 4.534 -2.240 -2.361
C 4.169 -2.164 -0.888
N 2.866 -1.518 -0.666
C 2.840 -0.218 -0.330
C 1.708 0.529 -0.149
C 1.921 1.965 0.268
O 3.005 2.477 0.085
O 0.942 2.535 0.904
C 0.446 -0.077 -0.377
O -0.670 0.509 -0.368
C 0.467 -1.487 -0.730
C -0.741 -2.159 -0.942
C -0.745 -3.482 -1.272
F -1.933 -4.098 -1.431
C 0.445 -4.215 -1.435
C 1.640 -3.542 -1.237
C 1.671 -2.189 -0.871
N 0.484 -5.576 -1.821
C 1.254 -6.500 -0.995
C 1.974 -7.486 -1.922
N 1.159 -7.606 -3.186
C -0.306 -7.627 -2.864
C -0.708 -6.235 -2.353
H 5.508 -2.715 -2.477
H 4.594 -1.241 -2.791
H 3.803 -2.809 -2.936
H 4.901 -1.572 -0.344
H 4.152 -3.143 -0.409
H 3.797 0.274 -0.207
H -1.672 -1.621 -0.825
H 2.566 -4.070 -1.410
H 0.601 -7.033 -0.294
H 1.988 -5.967 -0.399
H 2.056 -8.481 -1.491
H 2.963 -7.140 -2.217
H 1.436 -8.432 -3.717
H 1.349 -6.786 -3.765
H -0.438 -8.405 -2.115
H -0.856 -7.907 -3.759
H -1.501 -6.366 -1.613
H -1.107 -5.638 -3.172
Cl -3.776 0.497 1.235
C -4.610 0.374 -0.319
Cl -3.772 1.251 -1.599
H -5.602 0.794 -0.205
H -4.661 -0.673 -0.594
C -2.003 1.391 5.082
N -0.719 1.829 4.553
C 0.349 2.057 5.515
C -0.521 2.015 3.265
O -1.416 1.825 2.410
H -1.900 0.405 5.536
H -2.731 1.350 4.278
H -2.338 2.095 5.843
H 0.063 2.847 6.209
H 1.257 2.352 4.994
H 0.542 1.146 6.080
H 0.473 2.352 2.966
```

Löwdin atomic charge list, values in e, 5 entries:
1. Pt 0.821
2. C -0.076
3. C -0.196
4. O -0.279
5. P -0.004

=====

[5]
Here is a molecular structure, C24H37HfN2S from the Open Molecules 2025 dataset. Energies are from ωB97M-V with the def2-TZVPD basis set.

Values from the calculation:
Energy relative to the best compared isomer or geometry (same formula, charge and spin) (kcal per mole): 0.0
Gap between HOMO and LUMO (eV): 6.17
E_HOMO (eV): -9.0
Lowest unoccupied orbital energy (Ha): -0.1045
Total charge: +1

XYZ file:
```
65
C24H37HfN2S (ωB97M-V with the def2-TZVPD basis set)
C 1.409 -1.723 0.477
C 1.961 -1.139 -0.712
C 1.011 -1.296 -1.778
C -0.108 -2.029 -1.273
C 0.114 -2.272 0.136
Hf -0.103 0.038 0.096
C -2.512 1.602 -1.595
C -2.360 1.114 -0.247
H -2.489 1.855 0.584
C -2.297 -0.310 0.093
H -2.766 -0.983 -0.629
H -2.575 -0.575 1.129
C -3.013 3.040 -1.806
H -2.475 3.759 -1.154
H -2.808 3.390 -2.833
H -4.114 3.104 -1.594
C -2.637 0.660 -2.754
H -1.827 -0.102 -2.794
H -3.662 0.124 -2.734
H -2.547 1.191 -3.721
C 3.350 -0.623 -0.836
H 3.645 -0.050 0.051
H 4.059 -1.458 -0.944
H 3.472 0.028 -1.706
C 1.233 -0.897 -3.199
H 1.726 0.078 -3.269
H 1.869 -1.639 -3.707
H 0.290 -0.831 -3.752
C -1.158 -2.690 -2.097
H -1.268 -2.209 -3.075
H -0.887 -3.743 -2.279
H -2.131 -2.684 -1.595
C -0.708 -3.149 1.016
H -1.755 -3.170 0.693
H -0.327 -4.182 0.997
H -0.683 -2.807 2.059
C 2.158 -1.965 1.743
H 1.479 -2.174 2.578
H 2.829 -2.831 1.632
H 2.775 -1.098 2.015
C 0.982 1.417 -1.324
C -0.116 2.234 -1.916
C 2.158 2.179 -1.547
C -0.024 2.566 -3.286
H -0.869 2.928 -1.424
C 2.353 2.661 -2.875
H 2.977 2.352 -0.808
C 1.229 2.721 -3.854
H -0.900 2.691 -3.980
H 3.378 2.978 -3.273
H 1.458 3.000 -4.932
C -1.442 0.296 5.591
N -1.014 0.095 4.193
C 0.211 0.422 3.726
S 0.400 1.265 2.173
N 1.316 0.212 4.445
C 1.441 -0.598 5.660
H -0.669 0.804 6.179
H -1.684 -0.670 6.052
H -2.345 0.917 5.598
H -1.749 0.205 3.492
H 2.170 0.528 3.979
H 2.354 -1.201 5.572
H 1.540 0.052 6.542
H 0.587 -1.275 5.787
```

Löwdin atomic charge list, values in e, 5 entries:
1. C -0.347
2. C -0.284
3. C -0.266
4. C -0.285
5. C -0.347

=====

[6]
Here is a molecular structure, C24H37HgN3O11 from the Open Molecules 2025 dataset. Energies are from ωB97M-V with the def2-TZVPD basis set.

Values from the calculation:
Energy relative to the best compared isomer or geometry (same formula, charge and spin) (kcal per mole): 203.0
Gap between HOMO and LUMO (eV): 1.47
E_HOMO (eV): -1.6
Lowest unoccupied orbital energy (Ha): -0.0051
Total charge: -2

XYZ file:
```
76
C24H37HgN3O11 (ωB97M-V with the def2-TZVPD basis set)
Hg 19.817 -6.673 0.009
C 19.914 -6.343 5.703
C 19.481 -6.520 4.362
C 18.519 -7.734 4.058
O 18.252 -7.955 2.859
C 17.951 -8.483 5.148
C 18.220 -8.071 6.392
C 19.370 -7.070 6.713
O 19.893 -6.763 7.898
O 17.588 -8.721 7.331
O 19.802 -5.800 3.457
H 20.663 -5.605 5.950
H 17.187 -9.234 5.005
C 20.656 -5.266 -6.974
C 20.849 -6.360 -7.889
C 20.880 -7.849 -7.312
O 21.062 -8.783 -8.174
C 20.545 -8.117 -5.915
C 20.490 -6.965 -5.136
C 20.622 -5.484 -5.653
O 20.462 -4.399 -4.962
O 20.458 -7.330 -3.907
O 21.078 -6.231 -9.115
H 20.639 -4.276 -7.405
H 20.409 -9.120 -5.538
C 17.102 -2.322 -1.255
C 17.329 -3.772 -0.790
C 16.497 -4.771 -1.590
O 16.925 -6.080 -1.158
C 16.223 -7.107 -1.799
N 18.762 -3.986 -0.871
H 17.039 -1.994 -2.293
H 17.757 -1.615 -0.745
H 16.165 -2.202 -0.711
H 17.038 -3.908 0.252
H 16.686 -4.602 -2.650
H 15.427 -4.708 -1.392
H 16.796 -7.977 -1.482
H 16.276 -7.042 -2.886
H 15.253 -7.270 -1.328
H 19.245 -3.176 -0.508
H 19.081 -3.773 -1.806
C 24.279 -3.538 0.437
C 24.028 -4.754 -0.456
C 25.356 -5.155 -1.133
O 25.162 -6.300 -1.961
C 26.228 -6.567 -2.797
N 23.407 -5.816 0.269
H 24.672 -2.782 -0.243
H 25.027 -3.904 1.140
H 23.434 -3.097 0.966
H 23.409 -4.294 -1.227
H 26.082 -5.448 -0.374
H 25.800 -4.365 -1.737
H 27.073 -6.935 -2.215
H 26.576 -5.686 -3.336
H 25.828 -7.145 -3.630
H 23.261 -5.653 1.255
H 24.030 -6.611 0.285
C 20.307 -12.053 -0.391
C 20.842 -11.473 0.983
C 21.745 -12.436 1.768
O 22.354 -12.061 2.988
C 21.398 -11.862 4.068
N 21.309 -10.158 0.647
H 21.076 -12.378 -1.092
H 19.719 -11.227 -0.790
H 19.685 -12.930 -0.209
H 20.050 -11.280 1.707
H 22.575 -12.695 1.110
H 21.242 -13.402 1.807
H 21.001 -10.896 3.759
H 21.831 -11.573 5.026
H 20.506 -12.483 4.153
H 21.772 -10.236 -0.247
H 22.126 -10.030 1.228
```

Löwdin atomic charge list, values in e, 5 entries:
1. Hg 0.607
2. C 0.012
3. C -0.383
4. C -0.318
5. O -0.040

=====

Record order is preserved below.
Energy: -2327.59090; -2496.52341; -7353.52122; -3884.10811; -1492.05814; -2081.66698 Ha
Record order is preserved below.
Max |F|: 6.72; 4.30; 1.95; 0.60; 6.09; 6.70 eV/A